[1]
85
Properties=species:S:1:pos:R:3:mulliken_charge:R:1 method="wB97M-V/def2-TZVPD" gap_ev=9.7811 energy_ha=-2430.9691 homo_energy_ev=-9.56 total_charge=0 lumo_ev=0.22
Cl -6.762 1.979 1.818 -0.208
S -3.219 0.372 4.060 0.590
F -6.641 -0.656 1.805 -0.328
O -2.510 -0.326 2.745 -0.463
O -4.675 -0.491 4.225 -0.361
O -2.441 0.135 5.266 -0.571
O -3.138 1.731 -0.897 -0.498
C 1.483 -3.414 -1.144 -0.626
C 2.357 -3.775 0.124 -0.504
C 6.292 -1.520 -0.398 -0.850
C -5.526 2.591 -4.626 -0.406
C -4.639 2.040 -3.621 -0.492
C 6.520 0.023 -0.654 -0.873
C -4.512 0.319 1.297 0.283
C -6.877 3.059 -4.354 -0.414
C -7.347 3.005 -2.977 -0.573
C 4.895 -3.456 0.499 -0.962
C -0.896 -4.234 -0.353 -0.619
C 5.095 2.072 0.080 -0.732
C -2.137 -3.954 0.569 -0.945
C 0.042 -2.996 -0.595 -0.157
C 5.739 3.506 -0.105 -0.957
C -5.826 0.438 2.163 1.231
C -4.963 0.212 -0.218 -1.312
C 5.286 4.509 1.026 -0.624
C -3.062 -2.773 0.073 -0.769
C -3.488 -0.786 1.760 -0.119
C -5.120 1.956 -2.240 0.186
C -4.262 1.335 -1.086 0.605
C 6.120 0.956 0.562 -0.637
C -6.465 2.453 -1.963 0.085
C 3.938 5.296 0.705 -0.452
C 2.990 4.579 -0.328 -0.928
C -5.659 0.421 3.724 -1.078
C 3.808 -4.262 -0.311 -0.785
C -2.572 -1.340 0.580 -0.412
C 4.877 -1.893 0.166 0.159
H -3.615 1.659 -3.827 0.377
H 3.919 -4.138 -1.424 0.308
H -1.161 -4.686 -1.346 0.230
H 4.153 6.353 0.405 0.300
H -1.542 -1.518 0.993 -0.019
H -6.863 2.416 -0.918 0.052
H -8.373 3.354 -2.706 0.356
H 6.404 -2.039 -1.394 0.261
H -5.152 2.661 -5.673 0.319
H 4.635 -1.371 1.133 0.238
H 5.534 3.897 -1.136 0.426
H -4.830 -0.808 -0.663 0.352
H 6.102 5.272 1.158 0.326
H 3.913 -5.352 -0.049 0.359
H 4.053 -1.650 -0.551 0.054
H 5.160 3.916 1.971 0.333
H -7.555 3.449 -5.142 0.355
H -2.444 -0.607 -0.251 0.365
H 5.758 0.386 1.451 0.414
H 4.644 1.779 -0.907 0.387
H 3.366 5.355 1.676 0.236
H 0.245 -2.502 0.399 0.155
H -3.003 -2.764 -1.048 0.363
H -5.341 1.457 4.042 0.484
H 4.255 2.119 0.823 0.358
H -6.675 0.285 4.184 0.403
H 7.119 -1.903 0.257 0.346
H 2.435 -2.885 0.806 0.235
H 1.391 -4.309 -1.813 0.336
H 2.143 5.291 -0.540 0.356
H 6.021 0.310 -1.618 0.426
H -4.129 -2.973 0.364 0.575
H 5.904 -3.886 0.255 0.423
H -0.264 -5.013 0.167 0.338
H -1.840 -3.851 1.652 0.335
H 1.891 -4.596 0.740 0.365
H -6.062 0.429 -0.334 0.498
H -4.043 -1.696 2.125 0.322
H 3.468 4.357 -1.312 0.239
H 4.750 -3.575 1.607 0.294
H -0.417 -2.257 -1.300 0.249
H 1.969 -2.574 -1.699 0.287
H 2.594 3.605 0.072 0.205
H -2.769 -4.890 0.534 0.301
H 7.049 1.499 0.900 0.486
H -3.985 1.314 1.389 0.397
H 7.624 0.175 -0.824 0.282
H 6.856 3.393 -0.006 0.427

---

[2]
127
Properties=species:S:1:pos:R:3:mulliken_charge:R:1 method="wB97M-V/def2-TZVPD" gap_ev="8.3159 / 5.8344" spin_multiplicity=6 energy_ha=-7065.1575 homo_energy_ev="-8.94 / -10.66" s2=8.768 total_charge=0 lumo_ev="-0.63 / -4.82"
Cr 0.348 -0.942 0.664 1.362
P -0.159 0.799 -0.835 -0.556
P -0.077 -4.630 0.548 -0.683
P -0.809 -0.844 3.979 -1.355
P 3.644 -1.199 1.799 -0.664
F 1.829 3.099 -3.931 -0.427
F 1.575 -2.886 -4.341 -0.463
F 1.055 3.817 3.038 -0.390
F -4.422 -1.383 -0.644 -0.358
F -2.604 -1.891 -3.022 -0.391
F -1.657 3.092 -5.565 -0.291
F -1.865 5.026 -0.651 -0.405
O 2.435 -0.137 -4.875 -0.401
O 0.279 -5.194 -0.953 -0.212
O -1.827 -1.206 -4.978 -0.466
O -1.548 4.853 1.589 -0.345
O -3.349 5.547 2.792 -0.626
O 3.114 3.950 2.190 -0.347
O -2.906 6.876 -4.900 -0.587
O 3.808 2.918 -2.907 -0.418
O -0.410 0.968 0.699 0.717
O -0.832 -0.615 -0.960 -0.446
O 4.681 -0.253 -4.389 -0.576
O 0.629 -5.678 1.550 -0.243
O 0.092 -1.937 4.821 -0.260
O 4.205 -2.665 1.290 -0.257
O 5.062 3.225 3.026 -0.614
O 3.443 1.809 2.423 -0.330
O -3.428 0.261 -5.050 -0.399
O -1.683 -4.934 0.634 -0.307
O 0.363 -3.197 0.777 0.683
O 3.107 -1.463 -3.374 -0.370
O -0.631 1.885 -1.794 0.193
O 4.439 -0.202 0.786 -0.493
O 4.355 -0.893 3.218 -0.300
O 3.227 3.928 -1.046 -0.429
O 2.173 -1.100 1.802 1.339
O -2.873 5.039 -3.621 -0.443
O -6.418 1.257 1.301 -0.587
O 5.462 3.956 -1.752 -0.563
O -3.058 -1.004 -6.873 -0.572
O -4.752 0.708 -0.050 -0.400
O -0.596 -0.935 2.550 1.750
O -1.395 5.314 -5.172 -0.358
O 1.288 0.243 -0.836 -0.169
O -3.496 3.945 1.282 -0.441
O -4.784 -0.259 1.919 -0.435
O -0.554 0.652 4.624 -0.295
O -2.353 -1.146 4.322 -0.011
C -2.761 -1.071 5.678 -1.065
C 3.746 -3.875 1.815 -0.334
C -1.534 1.635 4.465 -0.607
C -2.968 0.327 -3.715 1.010
C 1.847 3.457 2.028 0.657
C -1.220 3.986 -4.747 1.513
C 3.520 -0.602 -4.268 0.666
C -3.631 -0.612 1.386 1.207
C -2.027 -0.855 -3.629 2.084
C 0.242 -7.044 1.462 -0.868
C 3.634 -1.253 4.401 -0.270
C 1.979 3.603 -1.644 1.225
C -1.503 4.156 0.348 1.762
C -2.599 3.142 0.548 1.228
C 2.402 2.691 -2.806 1.175
C 1.762 -1.800 -3.565 1.127
C -2.412 5.822 -4.588 0.496
C -2.826 4.869 1.918 0.438
C 3.937 3.021 2.615 0.401
C -0.152 -3.339 4.615 -0.507
C -2.612 -4.087 -0.036 -0.014
C -3.863 -0.363 -0.084 0.960
C -5.400 0.625 1.073 0.432
C -2.789 -0.672 -5.742 0.548
C 2.122 1.979 1.891 1.400
C 1.462 -4.920 -1.711 -0.346
C 4.287 3.642 -1.921 0.591
C 4.198 -0.161 -0.616 -0.183
C -2.129 3.860 -3.553 0.675
C 1.223 -0.623 -4.294 0.474
H 3.200 -2.236 4.222 0.078
H 2.030 -5.836 -1.878 0.349
H -2.801 3.006 -3.469 -0.043
H 4.599 -4.512 2.049 0.394
H 1.395 3.985 1.188 0.188
H -0.502 3.772 0.149 -0.711
H 1.304 3.184 -0.898 -1.181
H -3.779 0.157 -3.007 0.136
H 1.448 1.324 2.443 -0.519
H -2.179 1.664 5.343 0.361
H -0.762 -3.735 5.427 0.357
H 2.084 -4.162 -1.235 0.064
H 0.845 -3.778 4.644 0.209
H 4.182 -1.084 5.328 0.357
H -2.366 1.184 -3.412 -0.939
H -2.124 1.522 3.555 0.140
H 1.223 -4.431 -2.656 0.162
H 0.517 -0.806 -5.104 0.438
H 3.302 -0.749 -0.816 -0.256
H 2.121 1.662 -2.582 -0.452
H 4.118 0.863 -0.979 0.168
H -2.919 0.126 1.757 -0.926
H 1.135 -7.636 1.262 0.305
H -3.509 -4.063 0.583 0.285
H 2.093 1.653 0.851 -0.987
H 2.804 -0.547 4.372 0.055
H -0.156 -7.567 2.332 0.285
H -2.916 2.675 -0.384 0.158
H -2.299 2.353 1.238 -1.097
H -0.255 3.701 -4.330 -0.304
H -1.003 2.575 4.312 0.267
H -0.686 -3.527 3.683 0.109
H 1.453 4.489 -1.998 0.342
H -1.449 4.029 -2.718 -0.479
H -3.257 -1.985 6.004 0.284
H -2.926 -4.567 -0.962 0.337
H 3.105 -3.869 2.696 0.059
H -0.518 -7.269 0.713 0.356
H -2.987 0.013 -0.612 -0.425
H 1.246 -1.885 -2.609 -0.540
H 5.057 -0.637 -1.089 0.412
H -1.084 -0.642 -3.126 -1.360
H -3.436 -1.626 1.736 0.348
H -1.918 -0.938 6.355 0.442
H 0.832 -0.077 -3.436 -0.487
H 3.292 -4.436 0.998 0.131
H -2.081 -3.142 -0.153 -0.424
H -3.531 -0.307 5.787 0.319

---

[3]
107
Properties=species:S:1:pos:R:3:mulliken_charge:R:1 method="wB97M-V/def2-TZVPD" gap_ev=6.8521 energy_ha=-3373.2249 homo_energy_ev=-1.03 relative_energy_ev=1.893 total_charge=-3 lumo_ev=5.82
P 0.018 -0.126 0.077 -2.421
O -5.124 -1.726 2.055 -0.629
O -3.470 -2.487 3.348 -0.629
O 1.793 0.361 -4.866 -0.652
O -3.817 -3.882 -2.572 -0.599
O 1.088 0.611 -0.583 0.425
O -0.195 0.992 -5.356 -0.686
O 0.303 -5.387 2.094 -0.661
O -1.727 -4.960 2.525 -0.699
O 4.229 -1.774 3.729 -0.658
O -0.098 -1.455 -0.481 -0.211
O 2.360 4.912 2.304 -0.651
O 3.775 -3.294 2.180 -0.586
O 0.193 -0.101 1.524 1.143
O -5.098 -2.756 -1.342 -0.629
O -1.354 0.620 -0.338 0.946
O 1.300 3.696 3.713 -0.561
N 1.290 2.831 -1.871 1.092
N 1.578 3.961 2.521 1.098
N -3.975 -3.175 -1.673 0.936
N -4.004 -1.717 2.466 1.204
N 3.625 -2.228 2.639 1.098
N -2.172 2.543 0.926 0.617
N -0.606 -4.661 2.156 1.248
N 0.592 0.515 -4.612 1.234
N -2.729 1.427 -2.021 0.690
N 0.545 -0.269 3.995 0.385
N 3.322 0.015 -1.219 1.122
N 0.640 -3.535 -1.412 0.507
C -3.714 2.579 -3.765 -0.820
C 0.723 -5.572 -2.706 -0.884
C 3.628 -1.241 -1.746 -0.845
C 2.153 3.126 -2.833 -0.312
C 3.111 -1.085 1.916 0.411
C 1.166 -1.129 5.978 -0.782
C -0.390 -3.245 1.837 -0.891
C 1.788 4.478 -3.476 -0.938
C 0.401 3.952 -1.621 -0.831
C 5.120 -1.204 -2.033 -0.810
C -3.182 -0.627 2.013 -1.148
C 5.664 0.002 -1.621 -1.038
C -3.053 4.645 1.414 -1.108
C -2.107 4.230 2.494 -0.808
C 1.503 2.857 1.548 -0.588
C 4.374 0.819 -1.160 -0.306
C 1.119 -1.476 4.532 -0.791
C 0.146 -4.190 -2.509 -0.225
C -2.920 3.465 0.309 -0.704
C 1.651 -4.268 -0.826 -0.231
C -1.591 2.843 2.204 -1.016
C 1.748 -5.544 -1.574 -0.952
C 0.450 0.784 4.853 -0.517
C -4.822 1.790 -3.153 -0.613
C 0.624 4.962 -2.710 -0.732
C -2.427 2.387 -2.916 -0.227
C 0.032 -0.053 -3.418 1.537
C -4.145 1.057 -2.097 -0.487
C 0.643 0.207 6.277 -0.836
C -2.793 -2.228 -1.350 0.139
H -3.130 0.298 2.650 0.261
H 0.357 1.704 4.531 0.774
H 2.535 -6.335 -1.487 0.263
H 1.409 -1.981 6.802 0.120
H 6.612 0.285 -1.418 0.502
H -2.663 -1.635 -2.289 0.170
H -0.108 5.773 -2.770 0.386
H -1.826 1.718 0.326 -0.055
H 2.176 0.183 -1.046 -0.702
H -1.394 2.827 -3.055 0.122
H -3.663 3.315 -4.572 0.356
H 0.693 -2.816 1.572 -0.520
H -3.556 5.540 1.135 0.357
H 0.973 -0.388 -2.795 -0.660
H -1.913 4.544 3.453 0.579
H 1.168 1.968 2.161 -0.085
H 2.995 -2.087 -1.579 0.689
H -0.606 -3.583 -3.116 0.201
H -2.809 -1.451 -0.525 -0.358
H 5.773 -2.023 -2.336 0.351
H -2.150 -2.948 -1.001 0.219
H -0.358 0.722 -2.821 -1.203
H -4.654 0.319 -1.429 0.256
H -2.103 1.063 -1.294 0.080
H 1.279 1.829 -1.311 -0.136
H 4.265 1.945 -0.819 0.197
H -2.049 -0.795 1.548 0.269
H -0.715 -2.542 2.370 1.365
H 2.398 2.752 1.109 0.582
H 0.460 -6.068 -3.565 0.460
H 0.257 -2.702 -0.993 0.662
H 2.913 2.358 -2.998 0.441
H 2.332 5.031 -4.309 0.279
H 2.653 -0.114 2.386 0.162
H -3.218 3.333 -0.589 0.620
H 2.207 -3.779 -0.041 0.387
H -0.972 2.161 2.764 1.156
H 0.732 3.341 0.811 -0.022
H -3.800 -0.265 1.216 0.555
H 2.295 -1.492 1.482 -0.913
H -0.414 3.775 -1.023 0.662
H 0.441 -0.198 2.892 0.302
H -5.999 1.551 -3.537 0.150
H -0.706 -0.858 -3.648 0.181
H 3.912 -1.118 1.038 0.243
H -1.117 -2.997 1.054 0.001
H 0.569 0.750 7.350 0.198
H 1.314 -2.212 3.987 0.975

---

[4]
92
Properties=species:S:1:pos:R:3:mulliken_charge:R:1 method="wB97M-V/def2-TZVPD" gap_ev=8.1477 smiles=Oc1ccc(O)cc1.Oc1ccc(O)cc1.Oc1ccc(O)cc1.Oc1ccc(O)cc1.CO.CO.CO.CO.CO.CO energy_ha=-2224.6947 homo_energy_ev=-7.74 relative_energy_ev=12.471 total_charge=0 lumo_ev=0.41
O 0.372 -2.041 -2.280 -0.404
O -4.163 -0.867 -2.398 -0.454
O 0.470 2.915 -1.856 -0.159
O 0.159 -2.749 3.954 -0.554
O -3.379 0.483 1.154 -0.501
O 4.480 -2.254 0.332 -0.532
O 3.663 3.362 4.363 -0.549
O 1.978 5.074 -0.575 -0.435
O -3.623 -4.544 -2.774 -0.494
O -1.487 4.250 -6.870 -0.525
O -0.669 0.406 -0.193 -0.190
O 4.438 -0.803 -1.976 -0.572
O -2.156 -4.353 2.659 -0.487
O -2.531 0.299 4.936 -0.483
C 3.163 -1.350 2.263 -0.319
C 3.540 5.032 2.749 -0.244
C -3.292 -4.405 -1.416 0.559
C 3.278 5.459 1.520 -1.274
C 3.210 3.850 3.176 0.724
C -3.942 -4.598 0.906 -0.434
C 1.922 3.393 1.161 -0.246
C -1.241 0.722 4.563 -0.462
C 1.292 -2.655 3.113 0.046
C -4.335 -4.679 -0.405 -0.966
C 2.378 4.684 0.755 0.475
C 2.052 -1.454 3.168 -0.727
C -0.571 5.004 -4.765 -0.881
C 0.046 4.614 -3.506 -0.703
C 1.354 -3.101 -2.182 0.123
C -2.585 -4.353 1.351 0.611
C 3.362 -2.459 1.257 0.150
C 1.505 -3.665 2.165 -1.219
C 2.315 3.045 2.479 -1.002
C 0.353 -0.177 0.630 -0.624
C -1.204 2.662 -5.048 -0.323
C -3.993 0.482 -1.969 -0.087
C 4.340 0.620 -1.820 -0.504
C 2.552 -3.527 1.210 -0.686
C -1.081 3.989 -5.642 0.564
C -1.916 -4.228 -1.035 -0.934
C -3.678 -0.759 1.828 -0.274
C -0.001 3.280 -3.086 -0.017
C -0.671 2.354 -3.821 -0.802
C -1.640 -4.153 0.358 0.854
H -1.759 3.352 -7.172 0.295
H -2.901 -4.773 3.195 0.285
H 4.250 -1.638 -0.256 0.177
H 1.005 -4.430 2.106 1.609
H 1.335 0.124 0.272 0.421
H -0.576 5.918 -5.149 0.544
H 2.055 -0.663 3.789 0.879
H 4.032 4.133 4.920 0.320
H -1.136 -4.011 -1.737 0.577
H 0.940 -3.623 -1.417 -0.016
H -3.699 -1.584 0.778 -0.018
H 0.941 3.368 -1.184 0.345
H 3.822 -0.405 2.010 0.369
H -0.723 0.012 4.066 -0.141
H -4.587 -0.674 2.370 0.402
H 1.333 2.754 0.622 0.109
H -0.516 1.032 5.505 0.228
H 2.586 -4.154 0.429 0.699
H -0.323 -3.285 3.418 0.119
H -3.019 0.609 -1.485 -0.103
H 3.669 6.268 1.503 0.660
H 0.000 -0.312 1.567 0.073
H 0.443 5.303 -2.935 0.705
H 1.900 6.027 -0.444 0.314
H 3.984 1.096 -2.802 0.310
H -2.891 -1.149 2.416 0.120
H 4.303 5.630 3.348 0.142
H -0.298 -2.119 -1.839 0.281
H -4.313 -4.989 -2.942 0.245
H 3.704 0.916 -1.099 0.111
H -3.121 0.941 4.830 0.281
H -0.823 1.422 -3.466 0.920
H -4.862 0.960 -1.382 0.277
H -1.842 1.923 -5.653 0.156
H -0.473 -3.903 0.553 -0.583
H -4.847 -1.265 -1.938 0.253
H -2.403 0.469 1.067 0.206
H 3.857 -1.222 -2.726 0.308
H -5.372 -4.773 -0.467 0.407
H 2.028 2.187 2.968 0.877
H -0.149 1.181 -0.385 0.150
H 1.717 -3.657 -3.086 0.270
H 2.378 -2.734 -1.878 -0.186
H 5.342 0.835 -1.859 0.344
H -3.751 0.920 -3.046 0.138
H 0.425 -1.301 0.595 0.185
H -4.617 -4.921 1.676 0.277
H -1.107 1.399 3.891 0.620

---

[5]
82
Properties=species:S:1:pos:R:3:mulliken_charge:R:1 method="wB97M-V/def2-TZVPD" gap_ev="7.9752 / 5.8389" spin_multiplicity=5 energy_ha=-2379.9166 homo_energy_ev="-13.03 / -13.55" relative_energy_ev=1.159 s2=6.037 total_charge=+2 lumo_ev="-5.05 / -7.71"
Pd 3.759 -0.691 -0.355 -0.498
S -0.514 -0.104 3.344 -0.080
P 1.889 0.998 1.699 1.066
P 1.348 -2.407 0.398 1.142
C 2.644 -0.610 2.418 -0.001
C 0.740 0.566 -2.170 -0.217
C -4.178 -2.282 4.673 -0.374
C 2.045 -2.003 2.092 -1.205
C -3.168 -0.340 3.670 -0.462
C -4.284 -1.013 4.083 -0.582
C 5.233 -1.485 -1.311 -0.714
C 5.952 -0.472 1.654 0.169
C 1.767 0.591 -3.231 -1.722
C -0.457 -1.611 -2.840 -1.728
C -0.434 -2.629 0.764 -0.570
C 1.258 2.878 -1.084 -1.682
C 1.699 -4.220 0.159 -1.515
C 6.483 -1.872 1.631 -0.920
C -1.144 0.025 -0.973 0.457
C 3.432 1.593 0.859 0.352
C -1.790 -2.224 4.415 -0.335
C -0.261 -0.423 -1.982 1.155
C -1.318 2.122 0.538 -1.126
C -0.645 1.260 -0.466 0.892
C 5.629 -2.876 0.831 -1.250
C -2.921 -2.894 4.811 -0.621
C 4.771 -2.383 -0.304 0.304
C -2.455 -0.537 -0.586 -1.340
C -1.880 -0.944 3.825 0.463
C 6.263 0.471 0.755 -0.851
C 7.025 0.304 -0.509 -0.967
C 1.887 2.255 2.989 -1.452
C 0.518 1.589 -1.201 1.021
C 6.598 -0.890 -1.410 -1.125
H 4.120 2.054 1.554 0.428
H 2.890 2.418 3.408 0.490
H 0.475 -1.941 -3.333 0.384
H 6.907 1.256 -1.056 0.443
H 1.289 1.085 -4.088 0.386
H -3.220 0.667 3.240 0.421
H -1.220 1.723 1.560 0.008
H 2.599 -4.368 -0.447 0.406
H 6.506 -2.204 2.695 0.405
H 2.614 -0.443 3.491 0.849
H -2.865 -3.910 5.225 0.396
H -3.256 0.188 -0.769 0.431
H 1.228 -2.238 2.788 0.471
H -0.585 -3.488 1.447 0.667
H 8.105 0.211 -0.278 0.332
H -2.396 2.170 0.332 0.374
H 7.528 -1.846 1.255 0.302
H 1.568 3.208 2.529 0.365
H 1.514 3.127 -0.039 0.384
H 4.685 -1.488 -2.283 0.659
H 1.196 2.006 3.809 0.392
H 7.286 -1.763 -1.221 0.285
H -0.874 -2.465 -2.284 0.392
H -5.288 -0.556 3.933 0.362
H -0.790 -2.681 4.541 0.367
H 4.043 0.736 0.542 -1.471
H 2.624 1.197 -2.954 0.370
H 2.057 -0.401 -3.572 0.392
H 0.580 3.679 -1.414 0.447
H 3.275 2.160 -0.066 0.441
H 6.236 1.496 1.123 0.566
H 4.084 -3.131 -0.650 0.757
H 2.174 2.922 -1.694 0.413
H -0.938 -2.822 -0.205 0.358
H -0.906 3.144 0.522 0.389
H -2.678 -1.468 -1.122 0.405
H 0.833 -4.642 -0.362 0.484
H -5.094 -2.800 5.009 0.376
H -0.780 -1.697 1.217 -0.842
H -2.481 -0.752 0.480 0.246
H 6.631 -0.499 -2.442 0.387
H 3.728 -0.613 2.149 -0.652
H 2.852 -2.750 2.212 0.493
H 5.593 -0.134 2.633 0.694
H -1.188 -1.369 -3.636 0.384
H 6.271 -3.597 0.327 0.558
H 5.022 -3.464 1.562 0.317
H 1.832 -4.683 1.151 0.404